C30H27AuI2N4OS as an isolated structure in a non-equilibrium geometry, computed with ωB97M-V with the def2-TZVPD basis set.

Summary:
Frontier orbital gap (alpha / beta)   4.798 / 4.788 eV
Net charge   0
HOMO level (alpha / beta)   -0.2669 / -0.2667 Eh
Relative energy (zero: lowest compared OMol25 entry of this formula, charge and spin)   41.59 kcal/mol

CARTESIAN COORDINATES (ANGSTROEM)
Au -0.119 -0.225 0.030
I 0.430 0.738 5.298
C 1.925 0.509 3.829
C 3.266 0.540 4.160
C 4.216 0.282 3.199
I 6.254 0.240 3.791
C 3.846 -0.008 1.873
C 4.739 -0.383 0.848
C 4.263 -0.676 -0.402
C 2.889 -0.574 -0.646
N 2.031 -0.225 0.282
C 2.462 0.031 1.534
C 1.455 0.268 2.532
O 0.210 0.193 2.286
H 3.564 0.757 5.173
H 5.793 -0.472 1.066
H 4.927 -0.973 -1.198
H 2.476 -0.801 -1.617
C -2.058 -0.208 -0.152
C -3.266 -0.190 -0.100
C -4.686 -0.124 -0.078
C -5.338 0.291 1.085
C -6.717 0.364 1.123
C -7.466 0.025 0.006
C -6.825 -0.383 -1.154
C -5.445 -0.459 -1.199
H -4.748 0.560 1.950
H -7.210 0.694 2.027
H -8.545 0.079 0.041
H -7.404 -0.638 -2.031
H -4.942 -0.775 -2.101
C 0.034 2.621 -0.295
C 1.257 2.503 -0.921
C 1.351 2.030 -2.265
C 2.560 1.800 -2.854
C 3.750 2.043 -2.140
C 3.688 2.557 -0.830
C 2.479 2.786 -0.240
C 4.992 1.750 -2.723
N 6.010 1.498 -3.193
H -0.888 2.490 -0.833
H -0.037 2.953 0.724
H 0.434 1.830 -2.799
H 2.614 1.416 -3.863
H 4.608 2.750 -0.295
H 2.427 3.181 0.764
C -1.993 -3.820 4.208
C -1.938 -2.486 3.466
N -1.426 -2.635 2.115
C -0.155 -2.794 1.764
S 0.200 -2.866 0.095
N 0.800 -2.953 2.673
C 2.209 -3.076 2.376
C 2.693 -4.517 2.450
H -2.380 -3.661 5.209
H -1.014 -4.284 4.285
H -2.650 -4.511 3.688
H -1.335 -1.753 4.012
H -2.946 -2.082 3.379
H -2.050 -2.408 1.350
H 0.543 -2.922 3.650
H 2.760 -2.454 3.086
H 2.372 -2.694 1.366
H 2.539 -4.924 3.446
H 3.754 -4.548 2.220
H 2.159 -5.127 1.727